No. 1
ORCA calculation (wB97M-V/def2-TZVPD) on a 2-piece molecular cluster, C3H2S overall at a distorted geometry.

Element x y z (Å)
C (0.77, -0.46, 0.45)
C (0.68, 0.61, -0.30)
C (-0.20, 0.51, 0.80)
S (-3.19, -0.15, -0.01)
H (1.13, -1.45, 0.31)
H (0.81, 0.94, -1.25)

Computed properties:
**E_HOMO (spin up / spin down)**: -0.3427 / -0.3423 Eh

=====

No. 2
ORCA calculation (wB97M-V/def2-TZVPD) on C19H28ClMnO6 as an isolated structure at a distorted geometry.

Element x y z (Å)
O (1.26, 0.15, 1.22)
C (0.96, 1.07, 0.10)
C (1.97, 0.37, -0.84)
H (1.21, 2.10, 0.39)
H (-0.10, 0.99, -0.27)
C (2.05, -0.67, 0.30)
H (2.92, 0.82, -1.14)
H (1.53, 0.02, -1.79)
C (3.32, -0.89, 1.12)
H (3.60, -0.05, 1.78)
H (4.17, -1.17, 0.50)
H (3.12, -1.68, 1.85)
C (1.43, -1.88, -0.39)
H (0.74, -1.56, -1.19)
H (0.87, -2.57, 0.23)
H (2.24, -2.43, -0.89)
Mn (-2.75, -0.73, -0.44)
C (-3.23, -2.33, -1.83)
C (-4.04, -1.19, -2.13)
C (-3.18, -0.08, -2.49)
H (-5.14, -1.20, -2.18)
C (-1.80, -0.53, -2.37)
C (-1.84, -1.94, -2.00)
H (-0.99, -2.62, -1.93)
H (-3.58, -3.33, -1.60)
H (-3.51, 0.90, -2.82)
H (-0.90, 0.06, -2.55)
C (-2.70, -1.27, 1.59)
C (-1.98, -2.40, 0.91)
C (-0.78, -2.57, 1.64)
H (-2.53, -3.22, 0.45)
C (-0.74, -1.64, 2.70)
C (-1.93, -0.92, 2.77)
H (-2.31, -0.23, 3.52)
H (-4.24, -2.60, 2.33)
H (-0.02, -3.35, 1.53)
H (0.10, -1.55, 3.38)
O (2.01, 3.30, -0.61)
C (3.45, 3.04, -0.72)
C (4.24, 4.34, -0.59)
H (3.65, 2.53, -1.68)
H (3.74, 2.36, 0.11)
C (3.18, 5.42, -0.36)
H (4.82, 4.49, -1.49)
H (4.91, 4.22, 0.27)
C (1.87, 4.66, -0.09)
H (3.05, 6.02, -1.26)
H (3.44, 6.07, 0.48)
H (0.99, 5.11, -0.58)
H (1.67, 4.59, 0.99)
O (-4.45, -4.86, 0.59)
Cl (-5.45, -3.99, 1.20)
O (-5.74, -2.81, 0.41)
O (-4.70, -3.44, 2.64)
O (-3.89, -0.93, 1.23)

Computed properties:
**Net charge**: +1
**Spin multiplicity**: 4
**E_HOMO (spin up / spin down)**: -0.4271 / -0.4287 Eh

=====

No. 3
ORCA calculation (wB97M-V/def2-TZVPD) on a 2-piece molecular cluster, C3H11N2S overall at a distorted geometry.

Element x y z (Å)
C (1.32, 1.12, -0.50)
C (-1.19, 1.01, 0.22)
C (0.02, 0.38, -0.32)
N (0.04, -0.81, -0.84)
N (-2.41, 0.08, -0.02)
S (1.73, -1.87, 1.60)
H (2.02, 0.33, -1.05)
H (1.77, 1.53, 0.36)
H (1.13, 1.94, -1.18)
H (-1.39, 2.18, 0.00)
H (-0.90, 1.15, 1.29)
H (-0.78, -1.32, -0.98)
H (0.90, -1.28, -1.01)
H (-3.11, 0.69, -0.60)
H (-2.72, -0.03, 0.93)
H (2.50, -2.09, 0.52)
H (1.07, -3.01, 1.56)

Computed properties:
**Net charge**: +1
**E_HOMO**: -0.4968 Eh

=====

No. 4
ORCA calculation (wB97M-V/def2-TZVPD) on C44H52MnN4OPS2Sb as an isolated structure at a distorted geometry.

Element x y z (Å)
Mn (-0.79, -0.66, 0.83)
C (0.93, -0.91, 3.24)
C (1.91, -1.08, 2.08)
N (1.38, -0.36, 0.90)
C (1.76, 1.07, 0.89)
C (0.58, 1.91, 0.51)
C (0.65, 3.04, -0.29)
C (-0.52, 3.72, -0.57)
C (-1.73, 3.25, -0.06)
C (-1.71, 2.11, 0.71)
C (-2.95, 1.41, 1.22)
N (-2.80, -0.05, 1.05)
C (-2.81, -0.81, 2.32)
C (-1.56, -0.54, 3.20)
N (-0.41, -1.37, 2.78)
N (-0.58, 1.46, 0.99)
H (0.83, 0.14, 3.54)
H (1.27, -1.48, 4.11)
H (2.90, -0.72, 2.37)
H (1.99, -2.13, 1.81)
H (1.72, -0.79, 0.05)
H (2.60, 1.26, 0.22)
H (2.05, 1.36, 1.90)
H (1.60, 3.36, -0.69)
H (-0.50, 4.59, -1.21)
H (-2.66, 3.76, -0.27)
H (-3.83, 1.77, 0.68)
H (-3.10, 1.64, 2.27)
H (-3.47, -0.42, 0.40)
H (-2.87, -1.87, 2.06)
H (-3.70, -0.59, 2.93)
H (-1.85, -0.70, 4.24)
H (-1.25, 0.51, 3.13)
H (-0.58, -2.32, 3.10)
C (-1.68, -4.43, 1.25)
S (-1.03, -3.10, 0.23)
O (-1.77, -3.20, -1.04)
C (0.63, -3.71, -0.03)
C (1.21, -3.40, -1.25)
C (2.51, -3.82, -1.51)
C (3.22, -4.53, -0.54)
C (2.63, -4.83, 0.68)
C (1.33, -4.41, 0.94)
H (-1.34, -5.37, 0.80)
H (-2.76, -4.35, 1.19)
H (-1.35, -4.36, 2.29)
H (0.64, -2.86, -1.99)
H (2.96, -3.60, -2.47)
H (4.23, -4.87, -0.75)
H (3.18, -5.39, 1.42)
H (0.88, -4.66, 1.90)
C (-0.72, 3.03, 5.33)
P (0.70, 2.82, 4.18)
C (0.82, 4.54, 3.51)
C (2.10, 2.79, 5.36)
C (2.32, 3.80, 6.30)
C (3.38, 3.71, 7.19)
C (4.24, 2.62, 7.16)
C (4.04, 1.62, 6.22)
C (2.97, 1.71, 5.33)
H (-0.54, 3.82, 6.06)
H (-0.90, 2.10, 5.86)
H (-1.62, 3.29, 4.76)
H (0.04, 4.69, 2.77)
H (1.79, 4.67, 3.02)
H (0.72, 5.29, 4.29)
H (1.67, 4.66, 6.35)
H (3.54, 4.50, 7.92)
H (5.06, 2.55, 7.86)
H (4.70, 0.77, 6.18)
H (2.83, 0.92, 4.59)
S (-0.75, -0.18, -1.47)
Sb (-0.96, -0.44, -3.75)
C (0.34, 1.07, -4.42)
C (1.67, 1.02, -4.02)
C (2.52, 2.05, -4.37)
C (2.04, 3.13, -5.10)
C (0.71, 3.18, -5.49)
C (-0.15, 2.14, -5.16)
C (-0.31, -2.33, -4.40)
C (0.86, -2.42, -5.16)
C (1.34, -3.68, -5.50)
C (0.66, -4.82, -5.09)
C (-0.50, -4.71, -4.33)
C (-0.99, -3.47, -3.98)
C (-2.93, 0.03, -4.28)
C (-3.44, 1.24, -3.81)
C (-4.75, 1.57, -4.11)
C (-5.53, 0.70, -4.86)
C (-5.01, -0.50, -5.32)
C (-3.70, -0.84, -5.03)
H (2.04, 0.18, -3.44)
H (3.57, 2.01, -4.09)
H (2.71, 3.94, -5.36)
H (0.34, 4.02, -6.07)
H (-1.18, 2.17, -5.47)
H (1.37, -1.53, -5.50)
H (2.24, -3.76, -6.10)
H (1.04, -5.79, -5.35)
H (-1.03, -5.60, -4.02)
H (-1.88, -3.39, -3.37)
H (-2.83, 1.90, -3.21)
H (-5.17, 2.51, -3.76)
H (-6.56, 0.97, -5.09)
H (-5.63, -1.17, -5.90)
H (-3.29, -1.78, -5.40)

Computed properties:
**Net charge**: +2
**Spin multiplicity**: 2
**E_HOMO (spin up / spin down)**: -0.4721 / -0.4717 Eh

=====

no.,M (g mol⁻¹),total energy (Ha)
1,70.12,-513.42415
2,442.82,-2802.69040
3,107.20,-628.31438
4,924.73,-4530.58171